Entry 1:
C4H4N2O | wB97M-V/def2-TZVPD

## Properties
Calculated total energy (eV): -9236.037
LUMO (eV): -0.867
Total charge: 0
Maximum force (hartree/bohr): 0.043
Energy relative to the best compared isomer or geometry (same formula, charge and spin) (kcal per mole): 102.6

Each line ends with the natural charge from an NBO analysis.
Atoms and positions in Å:
1 O -2.577 -1.134 0.014  -0.5133
2 C -2.177 0.010 -0.034  0.2605
3 C -0.833 0.320 0.243  0.1960
4 C 0.201 1.072 -0.033  -0.0025
5 N 1.482 0.973 -0.142  -0.5504
6 C 1.881 -0.319 -0.021  0.2744
7 N 0.980 -1.199 0.137  -0.6503
8 H -2.835 0.880 -0.249  0.1583
9 H -0.357 2.057 -0.049  0.2641
10 H 2.943 -0.508 -0.081  0.1867
11 H 1.293 -2.150 0.214  0.3765

Entry 2:
C5H8S | wB97M-V/def2-TZVPD

## Properties
Calculated total energy (eV): -16145.813
SMILES: C=C=CC.C=S
LUMO (eV): -0.174
Total charge: 0
Maximum force (hartree/bohr): 0.077
Energy relative to the best compared isomer or geometry (same formula, charge and spin) (kcal per mole): 88.2

Each line ends with the natural charge from an NBO analysis.
Atoms and positions in Å:
1 C -0.945 -0.428 -1.348  -0.6259
2 C 1.938 -1.130 0.947  -0.4940
3 C 0.521 -0.702 -1.184  -0.2793
4 C 1.218 -0.773 -0.084  0.1033
5 C -1.158 1.836 1.181  -0.5057
6 S 0.385 1.532 1.364  0.1246
7 H -1.160 0.447 -0.565  0.2170
8 H -1.082 -0.185 -2.354  0.2160
9 H 2.320 -0.564 1.816  0.2243
10 H 1.803 -2.086 1.283  0.2106
11 H 1.073 -0.511 -2.072  0.2203
12 H -1.593 -1.205 -1.058  0.2189
13 H -1.407 2.668 0.670  0.1789
14 H -1.913 1.099 1.403  0.1910